Molecular formula: C6H7Cl2N
Method: DFT, ωB97M-V/def2-TZVPD

CARTESIAN COORDINATES (ANGSTROEM)
1 C 0.39 1.61 -0.52
2 C 0.59 0.44 0.45
3 C 1.53 -0.71 -0.09
4 Cl 1.40 1.02 1.87
5 C -0.81 -0.39 0.84
6 Cl -0.80 -0.60 2.51
7 C -1.95 -0.92 0.29
8 C -2.16 -0.90 -1.11
9 N -2.31 -1.19 -2.22
10 H 1.04 2.52 -0.16
11 H -0.56 2.01 -0.52
12 H 0.80 1.36 -1.56
13 H 1.25 -1.12 -1.04
14 H 1.68 -1.45 0.62
15 H 2.52 -0.28 -0.35
16 H -2.62 -1.39 1.00

Lowest unoccupied orbital energy = 0.113 eV
ΔE to the lowest compared entry with this formula, charge and spin = 41.2 kcal per mole
Gap between HOMO and LUMO = 9.87 eV
HOMO energy = -9.76 eV